1.
16
Properties=species:S:1:pos:R:3:forces:R:3 method="wB97M-V/def2-TZVPD" lumo_energy_ev=0.9033 homo_lumo_gap_ev=9.96 fmax_ev_per_a=4.2 charge=0 e_homo_ev=-9.06 smiles="O[C@@H]1C=CO[C@H]2C[C@H]12" e_above_lowest_kcal_mol=98.46
C -0.9843 -0.7517 0.4270 1.451 2.199 -2.679
C -1.3970 0.7966 0.2018 0.117 -3.484 2.269
C -0.4690 1.6876 -0.0547 0.628 2.748 -1.180
C 1.0024 0.2198 -0.5250 1.045 -2.670 -1.547
C 1.9155 -0.8051 0.0884 -0.879 0.691 -0.331
C 0.4999 -0.5368 0.6107 0.197 0.756 1.941
H -1.9731 -1.1909 -1.1757 -0.635 -0.028 -0.304
H -1.4618 -1.3246 1.1924 -0.729 -0.157 0.433
H -2.3974 1.0050 0.5202 -0.298 0.813 -0.134
H -0.7005 2.7318 -0.1115 -0.354 0.451 0.057
H 0.6608 -0.1324 -1.4943 -0.171 -0.095 0.158
H 2.2510 -1.6225 -0.4903 -0.356 -0.855 -0.902
H 2.7436 -0.4543 0.6176 0.787 0.554 1.661
H 0.5304 0.0912 1.5293 0.654 -0.475 -0.549
O -1.0751 -1.2731 -0.8783 -0.613 -1.949 -0.191
O 0.8547 1.5594 -0.4576 -0.844 1.501 1.298

2.
16
Properties=species:S:1:pos:R:3:forces:R:3 method="wB97M-V/def2-TZVPD" lumo_energy_ev=0.4729 homo_lumo_gap_ev=9.95 fmax_ev_per_a=6.4 charge=0 e_homo_ev=-9.48 smiles="CC1=C[C@H](O)CC1=O" e_above_lowest_kcal_mol=35.95
C 1.1798 -2.1392 -0.0421 1.361 0.351 2.276
C 0.5411 -0.8040 -0.0871 -1.035 -1.893 -1.852
C 0.5647 0.1660 0.7408 2.217 3.874 4.591
C -0.1686 1.4470 0.4076 -2.310 -1.326 -0.140
C -1.1519 0.9240 -0.6537 0.348 -3.345 0.351
C -0.4392 -0.4614 -1.1030 -1.075 -1.434 -3.002
H 0.4673 -2.8303 0.5558 1.487 0.701 -1.351
H 2.1474 -1.9121 0.5620 -1.537 -1.062 -0.697
H 1.5203 -2.4618 -1.0299 -0.621 -0.321 0.246
H 1.2003 0.2267 1.6684 -0.619 -0.316 -0.927
H 0.4730 2.2283 0.0251 0.404 0.113 -0.100
H -1.3340 2.7832 1.2578 0.573 -1.234 0.478
H -2.1689 0.6356 -0.2519 1.261 0.382 -0.020
H -1.3131 1.4971 -1.4920 -0.268 1.538 -1.925
O -0.9232 1.9224 1.5340 0.175 1.196 -0.312
O -0.5949 -1.2216 -2.0917 -0.363 2.776 2.384

3.
17
Properties=species:S:1:pos:R:3:forces:R:3 method="wB97M-V/def2-TZVPD" lumo_energy_ev="-0.8930 / -0.5995" homo_lumo_gap_ev="7.23 / 7.26" fmax_ev_per_a=7.6 charge=0 e_homo_ev="-8.12 / -7.86" e_above_lowest_kcal_mol=151.83
C 1.0548 -0.0732 0.2021 -0.165 -0.512 -0.236
C -2.4432 0.2285 -0.4296 2.393 0.391 0.336
C 1.5114 0.8719 -0.8720 -0.040 -0.233 -0.218
C 0.9683 0.3963 1.6252 -0.073 -0.319 0.081
C 0.8455 -1.3634 -0.0953 0.850 -0.542 0.219
C -1.4676 -1.1675 -0.6402 -0.530 -7.257 -2.049
O -1.2611 0.6951 -0.1705 -1.930 5.812 1.306
O 1.0138 -2.5184 -0.2529 -0.539 0.972 0.008
O -1.9790 -2.1952 -0.8489 0.278 0.954 0.393
H -3.0988 -0.0882 0.3925 -0.192 0.285 -0.149
H -2.8747 0.3471 -1.4331 -0.171 0.132 0.207
H 1.1295 0.5927 -1.8565 0.064 -0.057 0.090
H 2.6061 0.8562 -0.9164 -0.068 0.236 -0.023
H 1.1514 1.8812 -0.6709 0.047 -0.041 0.094
H 0.2694 -0.2001 2.2152 0.094 -0.027 -0.058
H 1.9589 0.3099 2.0858 -0.101 0.219 0.079
H 0.6156 1.4273 1.6655 0.084 -0.014 -0.078

4.
18
Properties=species:S:1:pos:R:3:forces:R:3 method="wB97M-V/def2-TZVPD" lumo_energy_ev=-0.3717 homo_lumo_gap_ev=8.79 fmax_ev_per_a=5.1 charge=0 e_homo_ev=-9.17 e_above_lowest_kcal_mol=97.63
C 1.7303 1.2083 0.2656 0.231 3.638 -0.681
C -0.2260 -0.7013 -0.1933 3.728 0.804 1.178
C -0.5993 0.7868 -0.0360 -1.077 -0.694 0.029
C 1.8924 -0.1993 0.0582 -3.348 -3.470 -1.601
C -0.5013 -1.6177 0.9695 -0.896 2.730 1.529
C -1.7078 1.1284 -1.0350 -2.982 2.223 3.029
O 2.5903 1.9913 0.5870 -0.474 -0.835 0.179
O 0.5124 1.7031 -0.1488 0.473 -1.044 0.124
O 2.7490 -0.9916 0.7286 -0.099 -0.030 0.943
S 3.1420 -1.0201 -0.9415 -0.515 0.621 -0.131
H -0.4156 -1.2638 -1.1343 0.471 1.035 0.340
H -0.9383 0.9052 1.0100 -0.157 0.005 -0.486
H -1.4919 -1.9559 0.9651 -1.947 -0.612 -0.638
H -0.5224 -1.1881 2.0268 0.989 -0.166 -1.420
H 0.0533 -2.4759 0.8852 1.742 -1.998 0.142
H -2.2268 2.1861 -1.0353 1.410 -1.717 0.751
H -2.5882 0.4552 -0.9775 0.627 0.036 0.584
H -1.4521 1.0494 -1.9945 1.826 -0.526 -3.869

5.
18
Properties=species:S:1:pos:R:3:forces:R:3 method="wB97M-V/def2-TZVPD" lumo_energy_ev=0.5241 homo_lumo_gap_ev=9.72 fmax_ev_per_a=4.5 charge=0 e_homo_ev=-9.19 e_above_lowest_kcal_mol=136.30
C 3.1614 0.2513 -0.0097 0.452 -1.337 -0.078
C 1.9315 0.9244 0.2450 1.293 2.491 0.346
C 2.7564 -0.9368 -0.5858 -0.887 1.710 1.276
C 0.9187 0.1332 -0.1064 -2.340 0.749 0.558
C -2.3548 -1.9842 0.1197 -1.074 0.226 0.956
C -2.2241 -0.7488 -0.4008 0.709 -1.157 -0.285
O 1.3660 -1.0201 -0.6057 1.727 -0.939 -0.573
O -1.3613 0.8715 1.7477 0.276 1.068 0.971
O -1.3049 2.4222 -0.9588 0.431 -2.346 1.444
Si -0.9044 0.4967 0.2479 -2.024 2.126 -3.472
H 4.2010 0.5180 0.3517 -1.548 -0.231 -0.992
H 1.8565 2.0060 0.4438 -0.131 -0.844 0.454
H 3.2973 -1.7467 -0.9698 0.359 -1.050 -0.390
H -3.2555 -2.6736 -0.0521 1.663 1.007 -0.298
H -1.7270 -2.2674 0.9637 -0.115 -0.229 -0.057
H -2.8462 -0.6409 -1.2949 0.162 0.954 0.348
H -1.3397 1.7318 2.2360 0.176 -1.221 -1.056
H -2.1710 2.6634 -1.3714 0.870 -0.976 0.846

6.
18
Properties=species:S:1:pos:R:3:forces:R:3 method="wB97M-V/def2-TZVPD" lumo_energy_ev=0.5677 homo_lumo_gap_ev=9.72 fmax_ev_per_a=3.7 charge=0 e_homo_ev=-9.15 e_above_lowest_kcal_mol=64.43
O -1.9469 -0.0670 -2.0638 0.827 0.050 0.952
C -1.1544 -0.0027 -1.1646 -0.907 -2.305 0.007
O 1.2768 -0.5559 0.6629 -2.365 -2.553 0.021
C 1.1559 0.6651 0.1019 -1.605 0.711 -1.149
C -0.1221 0.9825 -0.9285 1.360 0.005 0.736
C 0.0625 1.6009 0.4478 0.577 -0.437 0.391
C -0.8689 1.5296 1.6482 -0.109 -0.252 0.017
C -0.5715 3.0340 1.7499 -0.142 0.224 0.241
O 0.2915 2.9870 0.5889 -0.099 0.163 -0.197
H 2.0951 1.1033 -0.2507 -0.369 -0.124 0.019
H 0.1255 1.6003 -1.7917 -0.266 -0.099 0.306
H -1.9058 1.2618 1.4216 0.224 0.086 0.077
H -0.4936 0.9120 2.4718 -0.081 0.132 -0.240
H -1.4286 3.6998 1.5842 0.223 -0.145 0.042
H -0.0163 3.3500 2.6429 -0.145 -0.067 -0.219
O -1.1325 -1.1501 -0.1602 0.253 1.897 -1.162
H -1.5712 -1.9172 -0.5562 -0.185 0.351 -0.172
H 0.3598 -1.1550 0.5041 2.811 2.362 0.331

7.
18
Properties=species:S:1:pos:R:3:forces:R:3 method="wB97M-V/def2-TZVPD" lumo_energy_ev=0.5277 homo_lumo_gap_ev=8.83 fmax_ev_per_a=4.7 charge=0 e_homo_ev=-8.30 e_above_lowest_kcal_mol=56.96
C 0.1970 -0.9658 0.0003 -0.533 -0.099 -0.079
C 0.2053 0.3489 0.0223 4.458 0.149 -0.040
C 1.5128 -1.6523 0.0054 -0.213 -0.097 0.063
C 2.4575 0.5483 -0.0072 -4.689 -0.354 0.011
C -0.9768 -1.9086 -0.0210 0.151 0.138 -0.029
C -0.6733 1.5142 0.0485 -0.367 -0.132 -0.073
O 1.6981 -2.8315 0.0167 0.037 0.275 -0.021
O 2.6211 -0.8078 0.0039 0.937 0.314 0.001
O 2.7881 1.1996 -1.1462 0.529 -0.019 0.530
O 2.8623 1.2153 1.0940 0.448 -0.048 -0.628
H -1.9034 -1.3516 -0.1285 -0.101 -0.025 0.022
H -0.9974 -2.4845 0.9019 -0.124 -0.105 0.036
H -0.8733 -2.6116 -0.8466 -0.084 -0.054 0.010
H -1.4708 1.4180 -0.6935 -0.084 0.097 0.035
H -0.1114 2.4264 -0.1475 -0.061 0.036 -0.008
H -1.1340 1.5967 1.0339 -0.081 0.107 0.035
H 2.5462 0.6696 -1.9167 -0.101 -0.066 0.246
H 3.0876 0.5916 1.7949 -0.123 -0.117 -0.110

8.
17
Properties=species:S:1:pos:R:3:forces:R:3 method="wB97M-V/def2-TZVPD" lumo_energy_ev="-3.2697 / -6.0031" homo_lumo_gap_ev="8.18 / 7.28" spin_multiplicity=4 fmax_ev_per_a=6.6 charge=+1 e_homo_ev="-11.45 / -13.28"
C -0.8685 -0.9913 -1.5333 -0.356 -1.619 -0.194
C 0.4052 -1.7025 -1.6485 -1.174 0.486 -2.813
C 1.2434 -0.8110 -2.4159 0.340 -0.185 -2.007
C 0.6131 0.4971 -2.5227 -0.162 -2.330 -1.046
C -0.6972 0.3547 -1.9691 -0.272 0.751 -0.668
Re 0.7093 -0.0551 -0.4358 -0.140 2.010 6.307
P 1.3455 -0.9108 1.8011 0.899 -0.739 1.283
H -1.8218 -1.3740 -1.2170 0.055 -0.247 0.427
H 0.6696 -2.7021 -1.3798 -0.180 -0.430 -0.047
H 2.0875 -1.1410 -3.0648 -0.277 0.514 1.290
H -1.3928 1.1774 -1.8092 -0.035 -0.434 -0.444
H 0.9226 1.2609 -3.1814 0.590 0.912 -0.075
H 2.2849 -0.1214 2.5288 -0.238 -0.358 -0.282
H 1.9514 -2.2153 1.9248 -0.245 0.766 -0.185
H 0.3845 -1.0707 2.8747 0.370 0.232 -0.955
O -1.9239 0.5956 1.2685 3.325 -1.107 -1.774
C -0.9251 0.3551 0.7092 -2.499 1.778 1.183

9.
17
Properties=species:S:1:pos:R:3:forces:R:3 method="wB97M-V/def2-TZVPD" lumo_energy_ev="-2.1637 / -2.1652" homo_lumo_gap_ev="3.12 / 3.11" fmax_ev_per_a=6.5 charge=0 e_homo_ev="-5.28 / -5.28" e_above_lowest_kcal_mol=47.29
C -0.4255 0.4295 -2.0111 0.952 -0.340 0.026
C -1.2281 1.5118 -1.6209 0.875 0.482 0.830
C -0.3291 2.4989 -1.1107 0.331 -0.669 0.354
C 1.0164 2.0075 -1.2008 -1.404 0.138 -0.120
C 0.9648 0.7347 -1.7997 -1.273 -0.548 0.242
Tl -0.7286 -0.9811 2.4080 -2.326 0.825 -0.563
P -0.1738 -3.0331 0.9444 1.327 -1.635 -1.373
H -0.7985 -0.4926 -2.4117 -0.088 -0.338 -0.406
H -2.3165 1.5662 -1.6607 0.344 0.042 -0.031
H -0.6353 3.3638 -0.5397 0.048 0.321 -0.280
H 1.7746 0.0439 -2.0294 -0.042 0.327 0.006
H 1.8932 2.5318 -0.8679 0.222 0.149 0.011
H 1.0491 -3.5832 0.3773 -0.989 0.082 0.305
H -1.2370 -3.6747 0.1993 0.712 0.107 0.668
H -0.1539 -3.6873 2.2357 -0.195 -0.281 -0.908
O 0.8415 0.4313 5.0954 -1.631 -0.542 -4.149
C 0.4867 0.3325 3.9926 3.136 1.878 5.387

10.
16
Properties=species:S:1:pos:R:3:forces:R:3 method="wB97M-V/def2-TZVPD" lumo_energy_ev=0.6334 homo_lumo_gap_ev=9.49 fmax_ev_per_a=5.4 charge=0 e_homo_ev=-8.86 smiles="O=C[C@]12CCS[C@@H]1C2" e_above_lowest_kcal_mol=91.99
C -0.7666 0.9229 -1.1162 1.633 3.000 0.268
C -0.7575 -0.0693 0.0729 1.345 1.608 -0.966
C 0.1586 0.6528 1.0614 -0.722 0.074 0.627
C 1.5258 0.6478 0.3964 3.292 0.489 -1.048
C 0.0786 -1.2849 -0.2130 0.857 -0.730 -1.354
C -1.3988 -1.3795 -0.3005 0.259 1.007 -1.922
H -1.2630 0.5871 -2.1123 0.739 0.649 1.393
H 0.3821 0.1599 1.9929 -0.897 -0.330 0.469
H -0.2498 1.6408 1.2135 0.387 0.352 0.336
H 2.0329 1.5616 -0.0173 -1.420 -0.434 0.161
H 2.2915 0.3706 1.1212 -0.189 -0.437 0.210
H 0.2406 -1.8574 0.6807 1.063 0.265 0.490
H -1.9388 -1.3542 -1.2378 -0.131 0.193 -0.009
H -1.8094 -1.9943 0.4152 -0.927 -1.341 1.400
O -0.2186 2.0684 -0.9637 -2.912 -4.341 -1.515
S 1.6924 -0.6724 -0.9934 -2.377 -0.023 1.461

11.
16
Properties=species:S:1:pos:R:3:forces:R:3 method="wB97M-V/def2-TZVPD" lumo_energy_ev=0.9008 homo_lumo_gap_ev=9.51 fmax_ev_per_a=4.0 charge=0 e_homo_ev=-8.61 smiles="C#CC(=C)OCSC" e_above_lowest_kcal_mol=98.18
C -2.4494 0.7956 -0.8128 1.670 0.311 1.198
C -0.5317 -1.3310 -0.5394 -0.173 -0.652 0.350
C 1.2004 0.0008 0.5690 -1.336 -1.247 -2.060
C 1.1855 -0.9646 1.4469 0.628 -0.745 3.001
C 2.0835 1.1028 0.3945 -1.443 -1.210 0.583
C 2.8270 1.9759 0.1125 2.261 3.043 -1.412
H -3.4070 0.9812 -1.3514 0.805 0.395 0.788
H -2.5281 0.5324 0.2707 -0.673 0.629 -0.753
H -1.6064 1.5807 -0.8677 -1.757 -0.881 -0.292
H -0.0486 -2.2928 -1.0298 -0.835 2.071 0.662
H -0.8712 -1.7007 0.5122 0.106 1.136 -1.896
H 1.6846 -0.7164 2.4151 -0.260 -1.033 -0.898
H 0.5513 -1.8738 1.2478 1.378 1.261 1.049
H 3.4683 2.8121 -0.2820 -1.083 -1.545 0.945
O 0.3334 -0.1908 -0.5066 0.565 0.177 -0.276
S -1.8916 -0.7116 -1.5791 0.146 -1.711 -0.989

12.
16
Properties=species:S:1:pos:R:3:forces:R:3 method="wB97M-V/def2-TZVPD" lumo_energy_ev=0.7708 homo_lumo_gap_ev=9.31 fmax_ev_per_a=1.6 charge=0 e_homo_ev=-8.54 smiles="O[C@H]1CC=C[C@@H]2S[C@H]21" e_above_lowest_kcal_mol=61.45
C -0.0211 1.0488 0.6538 0.732 0.304 0.637
C 0.3028 0.9350 -0.8600 -0.291 -0.248 -0.845
C 0.1982 -0.4672 -1.4966 -0.017 0.059 0.827
C -0.1062 -1.5511 -0.7666 -0.547 0.217 -1.126
C -0.3213 -1.3766 0.6699 1.060 -0.099 0.715
C -0.9884 -0.0766 0.8310 -0.328 0.687 0.990
H 1.6784 1.5767 1.4514 0.315 0.508 0.011
H -0.4242 2.0469 0.9339 0.169 -0.495 -0.353
H -0.3492 1.6359 -1.3737 -0.208 0.022 -0.382
H 1.3148 1.2693 -1.0766 0.183 0.293 0.306
H 0.4743 -0.6150 -2.5565 -0.199 0.375 0.684
H -0.1279 -2.4726 -1.2622 0.080 -1.465 -0.511
H 0.6502 -1.5612 1.2255 -1.160 0.808 -0.665
H -1.8654 0.1482 0.2178 0.464 -0.514 -0.412
O 1.1607 0.7825 1.3940 -0.305 -0.407 0.384
S -1.5757 -1.3230 2.0148 0.054 -0.044 -0.260